*P*
The following is a DFT calculation (ωB97M-V/def2-TZVPD) of a molecular structure, C6H6N4O2.

Geometry as ORCA input:
```
! RIJCOSX wB97M-V def2-TZVPD def2/J DEFGRID3
* xyz 0 1
C 0.9388 -0.1104 -2.4568
C 0.3703 0.2600 -1.2602
C -0.1942 -1.1165 -0.0569
C -0.5699 -0.2983 0.9400
C -0.9598 -0.7802 2.2522
C 0.5270 2.6281 -0.7201
N 1.4275 -0.4942 -3.4310
N -0.4190 1.0080 0.7405
N 0.1349 1.2255 -0.4452
N 0.0217 -2.4722 -0.2757
O -0.4149 -3.2712 0.5423
O 0.6197 -2.7484 -1.2876
H -2.0726 -0.9677 2.3950
H -0.3710 -1.7692 2.5999
H -0.8056 0.0444 2.8702
H -0.0076 2.9407 -1.6802
H 0.2126 3.2774 0.1155
H 1.5622 2.6443 -0.8418
*
```

The molar mass comes out at 166.14 g/mol. Its gap between HOMO and LUMO (spin up / spin down) is 0.3077 / 0.3077 Eh.

These are the natural (NBO) partial charges, in e, on atoms 1 to 8: C 0.19; C 0.11; C 0.06; C 0.12; C -0.65; C -0.41; N -0.22; N -0.29

***

*Q*
The following is a DFT calculation (ωB97M-V/def2-TZVPD) of a single C6H6N4O2 molecule.

Geometry as ORCA input:
```
! RIJCOSX wB97M-V def2-TZVPD def2/J DEFGRID3
* xyz 0 1
C -2.1378 -1.4802 0.2312
N -1.0700 -0.4443 0.0836
C -1.5467 0.7916 -0.0525
O -2.7310 1.1322 -0.2717
N -0.6577 1.7942 -0.2112
C 0.7107 1.9148 0.1566
O 1.3371 2.9624 0.1789
C 1.1112 0.5306 0.3757
N 2.4368 0.0883 -0.1863
C 2.3716 -1.1439 -0.2032
N 1.0747 -1.6640 -0.1512
C 0.2983 -0.5124 0.1193
H -2.1386 -1.8575 -0.8846
H -1.3768 -2.4025 0.6837
H -3.0809 -1.2178 0.8436
H -0.9868 2.7520 -0.4806
H 3.2388 0.5539 -0.1684
H 3.1471 -1.7974 -0.0627
*
```

Its SMILES is Cn1c(=O)[nH]c(=O)c2[nH]cnc21. The molar mass comes out at 166.14 g/mol. Its gap between HOMO and LUMO is 0.3593 Eh.

These are the natural (NBO) partial charges, in e, on atoms 1 to 8: C -0.44; N -0.42; C 0.77; O -0.64; N -0.64; C 0.66; O -0.58; C -0.12

***

How do the energies compare? Relative to the most stable structure, in hartree: *P* 0.1967; *Q* 0.0000.